{
  "formula": "C22H27LaNO3P2",
  "method": "ωB97M-V/def2-TZVPD",
  "homo_lumo_gap_ev": 5.105,
  "total_charge": 1,
  "e_lumo_ev": -5.08,
  "species": ["C", "C", "C", "C", "C", "C", "C", "C", "C", "C", "C", "C", "C", "H", "H", "H", "H", "H", "H", "H", "N", "La", "C", "H", "H", "C", "H", "H", "P", "P", "C", "H", "H", "H", "C", "H", "H", "H", "C", "H", "H", "H", "C", "H", "H", "H", "C", "O", "H", "C", "C", "O", "O", "H", "H", "H"],
  "positions_angstrom": [[-2.2405, 2.5325, -2.4784], [-1.8222, 1.2453, -2.1350], [-0.4806, 0.8702, -2.3352], [0.5579, 1.8954, -2.6649], [0.0974, 3.2438, -2.5878], [-1.2678, 3.5312, -2.6337], [1.9197, 1.4311, -2.6448], [2.2732, 0.0486, -2.3368], [1.1416, -0.8769, -2.0766], [1.3502, -2.1963, -1.6037], [2.6495, -2.6953, -1.5765], [3.7125, -1.8094, -1.6945], [3.5424, -0.4636, -1.9495], [-3.2814, 2.7223, -2.5785], [0.8136, 4.0319, -2.3703], [-1.5909, 4.5135, -2.8840], [2.6875, 2.1823, -2.3383], [2.7708, -3.7558, -1.4571], [4.7274, -2.2191, -1.6600], [4.3464, 0.2719, -1.7334], [-0.1477, -0.4210, -2.0400], [-0.1700, 1.3396, 2.7131], [-2.6499, 0.2292, -1.3785], [-2.4048, -0.8072, -1.7427], [-3.7297, 0.4119, -1.4764], [0.1313, -2.8566, -1.0234], [-0.7639, -2.6125, -1.6126], [0.2429, -3.9433, -0.9132], [-2.1558, 0.2761, 0.4279], [-0.1575, -2.0955, 0.6838], [1.1951, -2.9610, 1.5573], [1.1435, -2.6842, 2.6191], [1.0595, -4.0481, 1.4495], [2.1711, -2.6678, 1.1565], [-1.5285, -3.2038, 1.1394], [-1.1199, -4.2158, 1.2488], [-1.9550, -2.8693, 2.0866], [-2.2952, -3.1980, 0.3576], [-2.6500, 2.0130, 0.8024], [-3.6889, 2.1153, 0.4624], [-2.6262, 2.2132, 1.8947], [-2.0331, 2.7444, 0.2583], [-3.6305, -0.5622, 1.0761], [-3.5429, -0.6992, 2.1467], [-4.4998, 0.0669, 0.8420], [-3.7489, -1.5336, 0.5834], [-1.2096, -0.6374, 3.5404], [-1.9145, -1.3734, 4.1051], [0.6632, 0.3557, 1.2261], [3.2008, 1.8757, 3.2492], [2.5501, 3.1994, 2.8862], [3.1335, 4.2431, 2.8770], [1.2179, 3.0570, 2.5792], [4.1601, 2.1036, 3.6799], [3.3267, 1.2971, 2.3087], [2.5202, 1.3454, 3.9684]],
  "lowdin_charge": [-0.034, -0.249, -0.169, -0.109, -0.025, -0.063, 0.080, -0.106, -0.163, -0.242, -0.038, -0.077, -0.041, 0.110, 0.117, 0.101, 0.133, 0.118, 0.118, 0.126, 0.122, 1.619, -0.265, 0.095, 0.101, -0.274, 0.076, 0.098, 0.754, 0.799, -0.279, 0.030, 0.049, 0.039, -0.296, 0.049, 0.008, 0.042, -0.317, 0.060, 0.008, 0.051, -0.278, 0.015, 0.056, 0.046, -0.201, 0.121, -0.180, -0.021, -0.647, 0.116, -0.423, 0.085, 0.093, 0.064]
}


{
  "formula": "C22H27MgN6S4",
  "method": "ωB97M-V/def2-TZVPD",
  "homo_lumo_gap_ev": [6.155, 6.515],
  "total_charge": 1,
  "e_lumo_ev": [-3.27, -3.21],
  "species": ["Mg", "C", "C", "S", "C", "C", "S", "C", "C", "S", "H", "H", "H", "H", "H", "H", "H", "H", "H", "H", "H", "H", "S", "C", "N", "N", "C", "C", "C", "C", "C", "C", "N", "N", "C", "C", "C", "C", "C", "C", "H", "H", "H", "H", "H", "H", "H", "H", "H", "H", "H", "N", "C", "C", "N", "C", "H", "H", "H", "H"],
  "positions_angstrom": [[-0.3103, -1.3717, -0.1624], [1.5253, -0.2415, 2.7803], [0.7748, -1.3746, 3.4627], [-0.5918, -2.0849, 2.4706], [-0.2564, -3.8788, 2.4832], [0.9980, -4.3797, 1.7810], [1.2957, -3.6737, 0.1116], [3.0054, -3.0482, 0.2527], [3.2355, -1.9957, 1.3235], [2.1356, -0.5468, 1.0920], [2.3850, 0.0423, 3.3895], [0.8799, 0.6292, 2.6630], [0.3139, -0.9791, 4.3710], [1.4451, -2.1881, 3.7359], [-1.1583, -4.2788, 2.0170], [-0.2393, -4.2042, 3.5247], [0.9083, -5.4578, 1.6369], [1.8889, -4.1852, 2.3739], [3.1963, -2.6321, -0.7398], [3.6580, -3.9118, 0.4134], [4.2686, -1.6450, 1.2719], [3.0684, -2.3959, 2.3221], [0.0939, -1.1177, -2.5204], [-0.4949, 0.4912, -2.3934], [-0.9639, 1.0408, -3.5022], [-1.0368, 2.3305, -3.7260], [-0.1233, 3.3234, -3.3996], [1.1522, 3.0195, -2.9194], [2.0876, 4.0224, -2.7788], [1.7629, 5.3360, -3.0835], [0.4870, 5.6444, -3.5325], [-0.4549, 4.6477, -3.6964], [-0.6281, 1.1980, -1.2590], [-0.8045, 0.5697, -0.1528], [-1.0230, 1.3140, 0.9881], [-1.8407, 0.7908, 1.9996], [-1.9391, 1.4480, 3.2112], [-1.2277, 2.6194, 3.4308], [-0.4516, 3.1628, 2.4166], [-0.3592, 2.5295, 1.1936], [-1.7050, 2.5671, -4.4547], [1.4217, 1.9958, -2.7119], [3.0852, 3.7747, -2.4500], [2.5023, 6.1170, -2.9933], [0.2252, 6.6623, -3.7813], [-1.4433, 4.8778, -4.0723], [-2.4158, -0.1082, 1.8144], [-2.5697, 1.0509, 3.9933], [-1.2808, 3.1158, 4.3866], [0.0929, 4.0782, 2.5881], [0.2593, 2.9197, 0.3971], [-3.4152, -2.5199, -2.3539], [-2.7555, -3.7045, -2.2230], [-1.9576, -3.5664, -1.1285], [-2.1255, -2.3227, -0.5980], [-3.0050, -1.7163, -1.3626], [-4.0471, -2.2747, -3.0996], [-2.8998, -4.5325, -2.8856], [-1.2695, -4.2684, -0.7006], [-3.3592, -0.7141, -1.2152]],
  "lowdin_charge": [0.182, -0.487, -0.450, 0.881, -0.484, -0.462, 0.855, -0.490, -0.476, 0.879, 0.093, 0.046, 0.087, 0.073, 0.074, 0.090, 0.084, 0.072, 0.085, 0.093, 0.089, 0.063, 0.649, -0.866, 0.057, 0.035, -0.238, -0.029, -0.074, -0.082, -0.077, -0.023, 0.063, -0.071, -0.298, -0.077, -0.077, -0.078, -0.071, -0.018, 0.160, 0.101, 0.108, 0.105, 0.109, 0.114, 0.087, 0.112, 0.107, 0.111, 0.112, 0.103, -0.058, -0.169, -0.049, -0.187, 0.171, 0.124, 0.079, 0.141]
}


{
  "formula": "C22H27MoN2O2SSi2",
  "method": "ωB97M-V/def2-TZVPD",
  "homo_lumo_gap_ev": 5.878,
  "total_charge": 3,
  "e_lumo_ev": -11.60,
  "species": ["Mo", "C", "C", "C", "C", "C", "C", "C", "S", "O", "O", "N", "C", "C", "C", "C", "C", "N", "H", "H", "H", "H", "H", "H", "H", "H", "H", "H", "H", "C", "Si", "C", "C", "C", "C", "C", "C", "C", "Si", "C", "C", "H", "H", "H", "H", "H", "H", "H", "H", "H", "H", "H", "H", "H", "H", "H", "H"],
  "positions_angstrom": [[-0.4830, -0.2638, 0.1384], [-2.7345, -4.5832, -6.6904], [-2.4735, -3.6510, -5.5554], [-1.3568, -3.8213, -4.7205], [-1.1120, -2.9563, -3.6816], [-2.0034, -1.8947, -3.4663], [-3.1257, -1.6964, -4.2861], [-3.3454, -2.5783, -5.3170], [-1.7304, -0.7909, -2.2185], [-2.5078, 0.3977, -2.3019], [-0.2328, -0.6185, -1.9725], [-1.8639, -1.4301, -0.6653], [-2.8229, -1.3443, 0.3524], [-4.1057, -1.8188, 0.4785], [-4.6856, -1.6645, 1.7318], [-3.9706, -1.0916, 2.7873], [-2.6845, -0.6535, 2.5808], [-2.1273, -0.7572, 1.3540], [-1.9670, -5.3477, -6.7768], [-2.7832, -4.0258, -7.6276], [-3.7028, -5.0702, -6.5589], [-0.6739, -4.6383, -4.9104], [-0.2330, -3.0755, -3.0629], [-3.7891, -0.8581, -4.1188], [-4.1998, -2.4350, -5.9655], [-4.6232, -2.2834, -0.3488], [-5.6998, -2.0051, 1.8982], [-4.4211, -0.9872, 3.7642], [-2.1025, -0.1941, 3.3659], [-0.2793, 1.6877, -0.1707], [0.7836, -0.1144, 2.4633], [0.1920, 1.1895, 3.6322], [2.2896, -1.0010, 2.8194], [3.0140, -0.9489, 4.0262], [4.2111, -1.6274, 4.1235], [4.6937, -2.3418, 3.0263], [3.9927, -2.3884, 1.8220], [2.7788, -1.7254, 1.7072], [1.8101, -1.7769, 0.1133], [2.7626, -1.1076, -1.3243], [0.8888, -3.3730, -0.1351], [0.7005, 1.8945, 0.3043], [-1.0931, 2.2344, 0.3254], [-0.2411, 1.9334, -1.2357], [1.0218, 1.8922, 3.7798], [0.0011, 0.7368, 4.6122], [-0.6795, 1.7595, 3.3157], [2.6456, -0.3819, 4.8721], [4.7812, -1.6026, 5.0421], [5.6363, -2.8677, 3.1099], [4.4180, -2.9488, 0.9981], [3.5790, -1.8263, -1.4793], [3.2348, -0.1481, -1.1107], [2.2004, -1.0481, -2.2528], [1.6676, -4.1348, -0.2699], [0.2565, -3.3851, -1.0198], [0.3065, -3.6751, 0.7366]],
  "lowdin_charge": [1.408, -0.006, -0.196, 0.014, -0.030, -0.323, -0.012, 0.016, 0.737, -0.218, -0.443, -0.213, -0.339, 0.064, 0.043, 0.014, -0.063, -0.063, 0.093, 0.111, 0.110, 0.135, 0.102, 0.130, 0.143, 0.145, 0.146, 0.140, 0.103, -0.184, 0.905, -0.207, -0.371, -0.039, -0.004, 0.022, -0.040, -0.323, 0.623, -0.162, -0.163, 0.058, 0.080, 0.068, 0.070, 0.067, 0.040, 0.123, 0.136, 0.139, 0.125, 0.067, 0.058, 0.035, 0.071, 0.007, 0.053]
}


{
  "formula": "C22H27N2",
  "method": "ωB97M-V/def2-TZVPD",
  "homo_lumo_gap_ev": 3.930,
  "total_charge": 1,
  "e_lumo_ev": -5.55,
  "species": ["C", "N", "C", "C", "C", "N", "C", "C", "C", "H", "H", "H", "H", "H", "H", "H", "H", "H", "H", "H", "H", "H", "H", "C", "C", "C", "C", "C", "C", "C", "C", "C", "C", "C", "C", "C", "C", "C", "H", "H", "H", "H", "H", "H", "H", "H", "H", "H", "H", "H", "H"],
  "positions_angstrom": [[2.4763, -1.2727, 2.3680], [1.1708, -1.9333, 2.3206], [1.1976, -3.3837, 2.0547], [-0.0495, -4.0796, 2.5899], [-1.2981, -3.3809, 2.0614], [-1.2675, -1.9305, 2.3271], [-2.5708, -1.2664, 2.3802], [-0.0478, -1.2133, 2.2669], [-0.0467, 0.1243, 2.1423], [2.4347, -0.3727, 2.9773], [3.2207, -1.9316, 2.8112], [2.7971, -1.0122, 1.3609], [1.2734, -3.5144, 0.9701], [2.1104, -3.8108, 2.4829], [-0.0513, -5.1448, 2.3247], [-0.0463, -4.0477, 3.6860], [-1.3794, -3.5110, 0.9773], [-2.2094, -3.8066, 2.4942], [-2.5244, -0.3668, 2.9897], [-2.8950, -1.0041, 1.3747], [-3.3151, -1.9236, 2.8259], [-0.9568, 0.6803, 2.0607], [0.8646, 0.6779, 2.0559], [-1.2400, 1.8974, -0.8279], [-1.1955, 3.2030, -0.2509], [-2.2046, 3.6238, 0.6330], [-2.1595, 4.8732, 1.2042], [-1.1134, 5.7325, 0.9221], [-0.1071, 5.3417, 0.0609], [-0.1452, 4.0988, -0.5199], [-0.3483, 1.4388, -1.7750], [-0.3514, 0.1553, -2.2768], [0.5917, -0.3504, -3.2245], [0.4277, -1.6302, -3.7818], [1.3331, -2.1249, -4.6906], [2.4322, -1.3706, -5.0590], [2.6213, -0.1110, -4.5225], [1.7177, 0.3945, -3.6204], [-2.0082, 1.2240, -0.4907], [-3.0198, 2.9556, 0.8514], [-2.9405, 5.1825, 1.8793], [-1.0754, 6.7057, 1.3803], [0.7171, 6.0038, -0.1518], [0.6533, 3.8019, -1.1749], [0.3673, 2.1354, -2.1676], [-1.1132, -0.5154, -1.9198], [-0.4259, -2.2217, -3.4988], [1.1917, -3.1043, -5.1177], [3.1436, -1.7598, -5.7678], [3.4814, 0.4779, -4.8005], [1.8823, 1.3665, -3.1948]],
  "lowdin_charge": [-0.061, -0.130, -0.170, -0.155, -0.170, -0.130, -0.063, -0.312, 0.011, 0.080, 0.085, 0.084, 0.116, 0.117, 0.119, 0.122, 0.115, 0.117, 0.080, 0.075, 0.086, 0.009, 0.025, 0.064, -0.201, 0.001, -0.046, -0.030, -0.046, 0.002, -0.054, 0.070, -0.200, -0.003, -0.049, -0.033, -0.047, -0.001, 0.125, 0.122, 0.118, 0.120, 0.118, 0.109, 0.093, 0.132, 0.121, 0.117, 0.119, 0.118, 0.109]
}


{
  "formula": "C22H27N3O3",
  "method": "ωB97M-V/def2-TZVPD",
  "homo_lumo_gap_ev": 8.924,
  "e_lumo_ev": 0.57,
  "smiles": "CCc1cccc(CC)c1N(COC)C(=O)Cn1c(CO)nc2ccccc21",
  "species": ["C", "C", "C", "C", "C", "C", "C", "C", "C", "C", "N", "C", "O", "C", "C", "O", "C", "N", "C", "C", "O", "N", "C", "C", "C", "C", "C", "C", "H", "H", "H", "H", "H", "H", "H", "H", "H", "H", "H", "H", "H", "H", "H", "H", "H", "H", "H", "H", "H", "H", "H", "H", "H", "H", "H"],
  "positions_angstrom": [[2.7348, 3.3426, -1.0561], [2.0509, 2.2345, -0.2661], [2.1726, 0.8542, -0.8554], [2.8946, 0.5920, -2.0110], [2.9887, -0.6933, -2.5178], [2.3593, -1.7423, -1.8795], [1.6300, -1.5253, -0.7158], [0.9602, -2.6897, -0.0364], [1.9833, -3.6053, 0.6388], [1.5515, -0.2273, -0.2128], [0.8047, 0.0202, 0.9798], [1.4604, -0.0961, 2.2787], [2.6752, 0.5750, 2.3667], [3.8208, -0.1830, 2.0416], [-0.4906, 0.4001, 0.9365], [-1.1379, 0.6885, 1.9226], [-1.1127, 0.4064, -0.4690], [-2.5233, 0.6287, -0.3837], [-3.1711, 1.8295, -0.2516], [-2.4691, 3.1457, -0.3182], [-1.2730, 3.1952, 0.4262], [-4.4561, 1.7072, -0.0895], [-4.7054, 0.3588, -0.0862], [-5.8989, -0.3394, 0.0552], [-5.8410, -1.7169, 0.0304], [-4.6330, -2.3981, -0.1303], [-3.4365, -1.7248, -0.2746], [-3.4876, -0.3408, -0.2529], [2.3260, 3.4188, -2.0615], [2.5685, 4.2920, -0.5533], [3.8082, 3.1776, -1.1214], [2.4674, 2.2095, 0.7441], [0.9935, 2.4909, -0.1532], [3.3908, 1.3953, -2.5298], [3.5533, -0.8729, -3.4205], [2.4226, -2.7413, -2.2846], [0.2429, -2.3369, 0.7071], [0.4144, -3.2697, -0.7857], [2.5498, -3.0616, 1.3914], [1.4802, -4.4399, 1.1213], [2.6848, -3.9997, -0.0924], [0.7765, 0.3672, 2.9985], [1.5887, -1.1621, 2.5259], [4.6731, 0.4652, 2.2346], [3.8294, -0.4906, 0.9918], [3.8922, -1.0718, 2.6792], [-0.9311, -0.5553, -0.9560], [-0.6484, 1.1937, -1.0681], [-2.1838, 3.3675, -1.3540], [-3.1791, 3.9134, 0.0149], [-1.4497, 2.8525, 1.3133], [-6.8297, 0.1892, 0.1817], [-6.7501, -2.2898, 0.1403], [-4.6361, -3.4782, -0.1394], [-2.5051, -2.2598, -0.3938]],
  "lowdin_charge": [-0.097, -0.175, -0.148, -0.027, -0.060, -0.036, -0.178, -0.193, -0.079, -0.170, 0.027, -0.151, -0.152, -0.082, -0.413, 0.081, -0.011, 0.029, -0.270, -0.162, -0.064, 0.174, -0.222, -0.016, -0.102, -0.099, -0.017, -0.153, 0.076, 0.075, 0.075, 0.116, 0.097, 0.102, 0.106, 0.116, 0.106, 0.117, 0.059, 0.076, 0.073, 0.142, 0.137, 0.094, 0.084, 0.090, 0.135, 0.139, 0.131, 0.126, 0.090, 0.109, 0.097, 0.098, 0.098]
}


{
  "formula": "C22H27N3O4S",
  "method": "ωB97M-V/def2-TZVPD",
  "homo_lumo_gap_ev": 9.312,
  "e_lumo_ev": 0.42,
  "smiles": "O=C(c1ccc(S(=O)(=O)N2CCOCC2)cc1)N(c1ccccn1)C1CCCCC1",
  "species": ["O", "C", "C", "C", "C", "C", "S", "O", "O", "N", "C", "C", "O", "C", "C", "C", "C", "N", "C", "C", "C", "C", "C", "N", "C", "C", "C", "C", "C", "C", "H", "H", "H", "H", "H", "H", "H", "H", "H", "H", "H", "H", "H", "H", "H", "H", "H", "H", "H", "H", "H", "H", "H", "H", "H", "H", "H"],
  "positions_angstrom": [[-0.1952, 0.9170, -2.6010], [-0.5649, 0.9269, -1.4457], [0.2309, 0.2454, -0.3750], [1.5593, 0.6087, -0.1771], [2.3194, -0.0464, 0.7740], [1.7535, -1.0786, 1.4974], [2.7528, -1.9031, 2.7286], [3.3456, -0.9283, 3.5962], [1.9703, -2.9517, 3.3279], [3.9766, -2.5004, 1.7426], [3.6068, -3.6932, 1.0063], [3.8066, -4.9525, 1.8568], [5.1225, -5.0172, 2.3641], [5.4151, -3.8898, 3.1613], [5.2915, -2.6000, 2.3474], [0.4494, -1.4793, 1.2827], [-0.3159, -0.8169, 0.3397], [-1.7503, 1.4749, -1.0379], [-2.0192, 1.6426, 0.3254], [-3.2992, 1.4599, 0.8513], [-3.4757, 1.6305, 2.2123], [-2.3869, 1.9682, 3.0030], [-1.1579, 2.1221, 2.3826], [-0.9813, 1.9731, 1.0838], [-2.6787, 2.0451, -2.0196], [-3.1775, 0.9869, -3.0036], [-4.1973, 1.6065, -3.9548], [-3.5802, 2.7839, -4.7033], [-3.0695, 3.8326, -3.7199], [-2.0441, 3.2172, -2.7726], [1.9771, 1.4147, -0.7596], [3.3431, 0.2277, 0.9712], [2.5615, -3.5932, 0.7121], [4.2345, -3.7404, 0.1104], [3.6683, -5.8528, 1.2557], [3.0833, -4.9401, 2.6835], [6.4349, -4.0297, 3.5234], [4.7210, -3.8407, 4.0139], [5.4189, -1.7265, 2.9857], [6.0330, -2.5882, 1.5421], [0.0542, -2.2981, 1.8637], [-1.3376, -1.1196, 0.1615], [-4.1243, 1.1667, 0.2216], [-4.4520, 1.4891, 2.6526], [-2.4899, 2.1041, 4.0672], [-0.2687, 2.3817, 2.9406], [-3.5311, 2.4344, -1.4531], [-2.3302, 0.6035, -3.5718], [-3.6266, 0.1546, -2.4555], [-4.5405, 0.8517, -4.6644], [-5.0659, 1.9515, -3.3875], [-2.7475, 2.4262, -5.3114], [-4.3205, 3.2286, -5.3713], [-2.6128, 4.6615, -4.2629], [-3.9088, 4.2323, -3.1443], [-1.1884, 2.8558, -3.3416], [-1.6917, 3.9611, -2.0544]],
  "lowdin_charge": [0.098, -0.384, -0.149, 0.004, -0.036, -0.277, 0.679, -0.279, -0.288, -0.235, -0.163, -0.188, -0.127, -0.184, -0.167, -0.041, -0.012, 0.064, -0.280, 0.000, -0.060, -0.060, -0.115, 0.141, -0.270, -0.141, -0.197, -0.205, -0.197, -0.138, 0.126, 0.119, 0.120, 0.134, 0.129, 0.114, 0.129, 0.130, 0.114, 0.133, 0.114, 0.126, 0.113, 0.108, 0.101, 0.114, 0.140, 0.115, 0.118, 0.110, 0.113, 0.117, 0.108, 0.110, 0.113, 0.113, 0.124]
}


Here are the calculated relative energy (zero: lowest compared OMol25 entry of this formula, charge and spin) numbers, same order: 30.92, 32.87, 42.49, 50.74, 55.15, 43.53 (kcal per mole).
Here are the calculated largest force on an atom numbers, same order: 9.1, 1.5, 1.0, 1.4, 0.8, 1.1 (eV Å⁻¹).